# C4H9NO

A 2-piece molecular cluster, C4H9NO overall at a distorted geometry (ωB97M-V/def2-TZVPD, the OMol25 dataset).

Cartesian coordinates (Å):
1 C 2.539 -2.208 -1.143
2 C 1.786 -1.047 -1.072
3 N 0.612 -0.862 -0.272
4 H 3.164 -2.708 -0.402
5 H 2.571 -2.619 -2.142
6 H 1.974 -0.125 -1.734
7 H -0.037 -1.723 -0.421
8 H 0.070 0.034 -0.503
9 C -2.406 1.827 1.453
10 C -1.133 1.451 0.688
11 O -0.735 1.790 -0.459
12 H -2.897 0.863 1.529
13 H -3.078 2.475 0.807
14 H -2.046 2.191 2.425
15 H -0.385 0.661 1.245

ΔE to the lowest compared entry with this formula, charge and spin (kJ/mol): 445.9
HOMO (eV): -7.2
SMILES: C=CN.CC=O
Kohn-Sham gap (eV): 7.970
LUMO level (eV): 0.73

=====

# C4H9NO

A 2-piece molecular cluster, C4H9NO overall (ωB97M-V/def2-TZVPD, the OMol25 dataset).

Cartesian coordinates (Å):
1 H 1.093 -1.987 -0.720
2 N 1.459 -1.312 -0.049
3 C 1.729 -0.181 -0.527
4 C 2.319 0.887 0.324
5 H 1.601 0.094 -1.582
6 H 3.301 1.149 -0.070
7 H 2.412 0.541 1.349
8 H 1.694 1.774 0.282
9 C -2.776 -0.193 0.056
10 C -1.289 -0.030 0.010
11 O -0.708 0.875 -0.519
12 H -3.044 -1.194 -0.274
13 H -3.276 0.552 -0.558
14 H -3.104 -0.093 1.090
15 H -0.737 -0.837 0.531

ΔE to the lowest compared entry with this formula, charge and spin (kJ/mol): 170.4
HOMO (eV): -9.6
SMILES: [H]/N=C/C.CC=O
Kohn-Sham gap (eV): 10.671
LUMO level (eV): 1.03

=====

# C4H9NO

A 2-piece molecular cluster, C4H9NO overall (ωB97M-V/def2-TZVPD, the OMol25 dataset).

Cartesian coordinates (Å):
1 C -2.001 0.403 0.950
2 O -0.935 0.012 0.294
3 C 0.301 0.050 0.680
4 C 1.329 -0.399 -0.277
5 C 1.054 -1.492 -1.250
6 N 1.197 -0.115 -1.706
7 H -2.929 0.226 0.428
8 H -0.945 2.343 0.875
9 H -1.930 0.520 2.026
10 H 0.509 0.227 1.731
11 H -0.185 2.321 0.807
12 H 2.342 -0.288 0.105
13 H 0.059 -1.934 -1.225
14 H 1.852 -2.167 -1.554
15 H 0.280 0.293 -1.881

ΔE to the lowest compared entry with this formula, charge and spin (kJ/mol): 603.6
HOMO (alpha / beta) (eV): -7.5 / -7.2
Kohn-Sham gap (alpha / beta) (eV): 8.167 / 7.850
LUMO level (alpha / beta) (eV): 0.65 / 0.62